#one
A molecular structure, C39H33AuIOP2Si, computed with the ωB97M-V functional and the def2-TZVPD basis.

Computed properties:
M: 931.60 u
highest occupied orbital energy: -9.39 eV
LUMO energy: -2.756 eV
frontier orbital gap: 6.637 eV

```
! RIJCOSX wB97M-V def2-TZVPD def2/J DEFGRID3
* xyz 1 1
Au 0.8281 -1.2880 -1.1493
I 5.8702 1.0423 1.0770
P 2.6236 -0.0305 1.2875
P -1.3426 -0.2313 -1.3624
Si 0.0105 -2.5890 0.6331
O 2.0411 -2.7364 -3.8132
C -1.7731 4.3603 -1.4533
C 0.7234 -3.1649 3.3157
C 3.0008 1.5053 -3.0187
C -3.6227 -1.7933 -5.0498
C -3.6381 -1.5532 2.4061
C 1.6274 -2.0979 -2.9821
C -1.9686 3.6278 -2.6147
C 4.3904 -0.3853 1.6071
C 1.9052 -1.2857 2.4474
C -1.8937 2.2413 -2.5893
C -1.6786 -1.7542 0.9693
C -3.5827 -1.3474 -2.6854
C 2.6172 0.3661 -0.4889
C 2.0514 3.9057 2.2236
C -2.2328 -0.7657 0.1380
C -4.2493 -1.8076 -3.8120
C 1.2772 -2.9789 4.5655
C 3.7943 0.4370 -2.6042
C -4.1640 -0.5683 1.5792
C 1.9921 1.9745 -2.2011
C 0.8126 3.8785 2.8504
C 1.7983 1.4111 -0.9442
C -1.5142 3.6997 -0.2585
C 0.9986 -2.3178 2.2274
C -0.3267 -4.4239 0.4536
C 0.7412 1.4882 2.6192
C -2.3203 -1.3261 -5.1599
C -3.4624 -0.1790 0.4536
C -1.6301 1.5712 -1.3964
C 3.6041 -0.1377 -1.3642
C 2.6314 2.7301 1.7780
C -2.4170 -2.1289 2.0991
C -2.2779 -0.8726 -2.7883
C 1.9910 1.5091 1.9972
C -1.6499 -0.8780 -4.0329
C 0.1533 2.6732 3.0369
C 2.4451 -1.0677 3.7286
C 2.1327 -1.9045 4.7774
C -1.4457 2.3163 -0.2305
H -4.1449 -2.1526 -5.9264
H 1.0390 -3.6573 5.3741
H -1.8333 5.4404 -1.4746
H -2.0241 -2.8879 2.7662
H -1.3734 4.2641 0.6547
H -0.8883 -4.8342 1.2961
H -0.8177 2.6487 3.5136
H -2.0531 1.6820 -3.5026
H -4.1773 -1.8666 3.2909
H -1.2579 1.8095 0.7108
H -3.8689 0.5980 -0.1835
H 0.6042 -4.9834 0.3489
H 3.5752 2.7695 1.2528
H 0.0498 -3.9995 3.1660
H 0.2209 0.5524 2.7766
H 2.5628 -1.7211 5.7529
H -5.1147 -0.1067 1.8118
H 3.1716 1.9556 -3.9876
H -1.8242 -1.3191 -6.1215
H 3.1023 -0.2295 3.9278
H 1.0435 1.8298 -0.2944
H -0.9233 -4.5940 -0.4447
H 4.5355 -0.6027 2.6576
H -2.1861 4.1355 -3.5454
H 4.5720 0.0566 -3.2527
H 0.3592 4.8011 3.1886
H 4.6087 -1.2996 1.0544
H 4.2343 -0.9646 -1.0683
H -0.6289 -0.5217 -4.1208
H 2.5637 4.8459 2.0703
H 1.3454 2.7831 -2.5165
H -5.2607 -2.1809 -3.7206
H -4.0820 -1.3748 -1.7266
*
```

***

#two
A molecular structure, C39H33AuIOP2Si, computed with the ωB97M-V functional and the def2-TZVPD basis.

Computed properties:
M: 931.60 u
highest occupied orbital energy: -10.36 eV
LUMO energy: -3.054 eV
frontier orbital gap: 7.303 eV

```
! RIJCOSX wB97M-V def2-TZVPD def2/J DEFGRID3
* xyz 1 1
Au -0.6319 0.2644 -0.0484
I -2.6645 2.8832 -0.3341
P 0.5390 0.9751 -2.0312
P -0.8647 -0.8862 1.9701
Si 1.2350 1.2281 1.0661
O 1.9235 -2.6771 -0.1214
C -3.4105 -1.2036 3.0859
C 3.0000 2.1976 -2.5569
C -1.6923 1.6695 -3.4749
C -2.2570 -4.1628 0.0342
C -0.7222 4.1073 -4.3649
C -4.4785 -0.7954 3.8720
C 1.8749 -2.5837 -4.6380
C -2.4675 2.4580 -4.3068
C 1.7050 0.0206 2.4388
C -1.1262 -2.6117 1.4956
C 0.2148 -0.9413 -4.0609
C 2.7368 -2.0408 -3.6970
C -2.0066 -2.8626 0.4386
C -0.5020 -3.6763 2.1373
C 0.6162 -2.0291 -4.8206
C 4.5723 2.8218 -0.8528
C 1.0194 -2.1963 -0.5884
C -0.4131 2.0832 -3.1031
C 0.7166 2.7930 1.9522
C -2.2580 -0.4228 3.0228
C 0.6532 -0.7603 2.9474
C -1.6255 -5.2220 0.6742
C 1.9716 -1.3609 4.8685
C -4.4025 0.3874 4.5924
C 0.7720 -1.4085 4.1767
C 3.7057 2.3515 0.1203
C -2.1862 0.7655 3.7479
C -3.2551 1.1674 4.5306
C 2.4768 1.7813 -0.2261
C 2.1183 1.7405 -1.5743
C 2.3388 -0.9547 -2.9322
C 1.0726 -0.3953 -3.1077
C 3.0415 -0.6460 4.3456
C 4.2220 2.7365 -2.1952
C 0.0651 3.3120 -3.5438
C -0.7513 -4.9770 1.7219
C -2.7343 0.7312 -0.3588
C -1.9820 3.6789 -4.7549
C 2.8988 0.0591 3.1590
H -2.4949 -2.0370 -0.0661
H -3.2539 0.5106 0.5723
H -0.0730 -1.9418 4.5971
H 4.9030 3.0899 -2.9582
H -2.9395 -4.3488 -0.7843
H -0.2547 -5.7998 2.2191
H -1.2906 1.3717 3.7119
H -0.0562 -2.4392 -5.5626
H 3.9950 2.4285 1.1627
H 1.5794 3.1141 2.5466
H -5.2362 0.7010 5.2066
H -3.3727 0.4004 -1.1732
H 3.0243 -0.5421 -2.2035
H 3.7292 0.6565 2.8002
H 3.9807 -0.6128 4.8829
H 0.2004 -3.5045 2.9404
H 2.7377 2.1142 -3.6047
H -0.3484 5.0673 -4.6960
H 3.7236 -2.4617 -3.5546
H -0.1224 2.6546 2.6317
H -1.8137 -6.2380 0.3530
H -2.5908 4.3002 -5.3983
H -2.0945 0.7420 -3.0855
H -3.4601 2.1303 -4.5865
H 5.5242 3.2510 -0.5686
H 0.4579 3.5848 1.2491
H 2.0714 -1.8764 5.8144
H -3.4770 -2.1288 2.5294
H 2.1860 -3.4320 -5.2332
H -5.3704 -1.4059 3.9220
H 1.0332 3.6748 -3.2283
H -0.7614 -0.5117 -4.2341
H -3.1929 2.0897 5.0928
*
```

***

Which structure is the most stable? The one labeled #two.

***

#one
A gas-phase ion, C5H10N2 (charge +2), computed with the ωB97M-V functional and the def2-TZVPD basis.

Computed properties:
M: 98.15 u
highest occupied orbital energy (alpha / beta): -18.47 / -19.16 eV
LUMO energy (alpha / beta): -10.536 / -11.337 eV
frontier orbital gap (alpha / beta): 7.939 / 7.824 eV

```
! RIJCOSX wB97M-V def2-TZVPD def2/J DEFGRID3
* xyz 2 1
N 0.8279 0.2778 -0.9014
N -1.3087 0.1016 0.1753
C -0.9104 -0.1229 1.4256
C 3.1799 -0.2844 0.0707
C -2.7694 0.1360 0.0531
C 1.7967 -0.3289 -0.3390
C -0.4769 0.2474 -0.9094
H -1.6813 -0.3980 2.0616
H 3.3251 -1.0632 0.8284
H -3.1745 0.8424 -0.6637
H 0.1199 -0.1222 1.6325
H -3.0576 -0.7939 -0.4122
H 3.6127 0.7164 0.4028
H -3.1824 0.1435 1.0135
H -0.9821 0.4577 -1.8187
H 3.5809 -0.5829 -0.8649
H 1.1001 0.7734 -1.7543
*
```

***

#two
A gas-phase ion, C5H10N2 (charge +2), computed with the ωB97M-V functional and the def2-TZVPD basis.

Computed properties:
structure (SMILES): C=[N+]=C(C)[N+](=C)C
M: 98.15 u
highest occupied orbital energy (alpha / beta): -19.61 / -19.61 eV
LUMO energy (alpha / beta): -11.317 / -11.317 eV
frontier orbital gap (alpha / beta): 8.289 / 8.290 eV

```
! RIJCOSX wB97M-V def2-TZVPD def2/J DEFGRID3
* xyz 2 1
N -1.2543 0.2301 1.2367
N 0.7833 0.5990 -0.1566
C 1.2954 1.2607 0.8224
C -0.2238 -1.6118 -0.3830
C -0.2611 -0.3301 0.1806
C -2.4710 0.4409 1.2622
C 1.3862 0.3481 -1.4236
H 2.1635 1.7426 0.6133
H 0.8456 1.3536 1.9083
H 0.7645 -2.0028 -0.9376
H -0.6633 -2.4981 0.1664
H -1.1387 -1.8867 -0.9622
H 2.2069 -0.3163 -1.4101
H -2.8978 0.8359 2.3501
H 0.6554 0.0981 -2.0757
H -3.3084 0.5362 0.4833
H 2.1174 1.2007 -1.6746
*
```

***

Which structure is the most stable? The one labeled #one.

***

#one
C4H2FNO in the gas phase, computed with the ωB97M-V functional and the def2-TZVPD basis.

Computed properties:
structure (SMILES): N#C/C(C=O)=C\F
M: 99.06 u
highest occupied orbital energy: -10.95 eV
LUMO energy: -0.577 eV
frontier orbital gap: 10.368 eV

```
! RIJCOSX wB97M-V def2-TZVPD def2/J DEFGRID3
* xyz 0 1
F -2.3477 -0.1070 -0.0086
O 2.3368 0.0893 -0.0072
N -0.1956 2.7451 -0.0107
C -0.0240 0.1495 -0.0225
C -1.1158 -0.6114 0.0021
C -0.1319 1.5708 0.0178
C 1.3019 -0.5269 -0.0099
H 1.2914 -1.6186 0.0421
H -1.1151 -1.6908 -0.0030
*
```

***

#two
C4H2FNO in the gas phase, computed with the ωB97M-V functional and the def2-TZVPD basis.

Computed properties:
M: 99.06 u
highest occupied orbital energy (alpha / beta): -8.83 / -8.83 eV
LUMO energy (alpha / beta): -1.111 / -1.110 eV
frontier orbital gap (alpha / beta): 7.719 / 7.715 eV

```
! RIJCOSX wB97M-V def2-TZVPD def2/J DEFGRID3
* xyz 0 1
F 0.4765 -2.4560 2.0266
O 1.0501 2.0100 -2.8137
N 0.4201 0.6994 -0.9744
C -0.4622 0.3396 -0.0180
C -0.3240 -0.6647 0.8913
C 0.6561 1.4160 -1.9082
C 0.8338 -1.3466 1.3830
H -1.2383 -0.8732 1.4486
H -1.4121 0.8755 -0.0352
*
```

***

Which structure is the most stable? The one labeled #one.

***

#one
A molecular structure, C2H5IO, computed with the ωB97M-V functional and the def2-TZVPD basis.

Computed properties:
M: 171.97 u
highest occupied orbital energy: -9.29 eV
LUMO energy: 0.399 eV
frontier orbital gap: 9.689 eV

```
! RIJCOSX wB97M-V def2-TZVPD def2/J DEFGRID3
* xyz 0 1
I -2.4350 -0.1770 0.3158
O -0.0638 1.4872 0.2343
C -0.3531 0.1978 -0.1017
C 0.6512 -0.7275 0.3530
H -0.3120 0.0440 -1.5307
H -0.3542 2.0242 -0.5402
H 0.2577 -1.8407 0.2239
H 1.5724 -0.5760 -0.3617
H 1.0367 -0.4320 1.4072
*
```

***

#two
2 unconnected molecules or ions with the total composition C2H5IO, computed with the ωB97M-V functional and the def2-TZVPD basis.

Computed properties:
M: 171.97 u
highest occupied orbital energy: -8.48 eV
LUMO energy: -0.119 eV
frontier orbital gap: 8.359 eV

```
! RIJCOSX wB97M-V def2-TZVPD def2/J DEFGRID3
* xyz 0 1
I 1.7841 1.0479 1.0938
O 0.1329 -1.3471 0.7960
C 0.2854 -0.1316 0.2138
C -0.8887 0.6041 -0.3063
H 0.9906 -1.9581 0.8517
H -0.6023 1.5387 -0.6026
H -1.6242 0.8392 0.4596
H 1.2331 -0.6708 -1.3331
H -1.3109 0.0778 -1.1731
*
```

***

Which structure is the most stable? The one labeled #one.

***

#one
5 unconnected molecules or ions with the total composition C15H40O5, computed with the ωB97M-V functional and the def2-TZVPD basis.

Computed properties:
structure (SMILES): CC(C)O.CC(C)O.CC(C)O.CC(C)O.CC(C)O
M: 300.48 u
highest occupied orbital energy: -9.76 eV
LUMO energy: 0.711 eV
frontier orbital gap: 10.469 eV

```
! RIJCOSX wB97M-V def2-TZVPD def2/J DEFGRID3
* xyz 0 1
O -0.3517 -0.2744 0.2950
O 3.9232 4.9432 0.2374
O -4.4803 0.8285 -2.2373
O -1.3467 -2.7599 2.2752
O 1.2604 -1.1380 -2.1912
C 3.4237 -1.3930 -1.1833
C 3.9789 4.0893 1.3851
C 2.5487 -0.5620 -2.1426
C -0.3968 1.1253 2.2200
C 4.7625 4.7753 2.4843
C -0.6271 1.0755 0.7028
C -2.8851 -0.9597 -2.5853
C -1.7057 -3.8886 1.4990
C 2.5305 3.8516 1.8317
C -5.3361 -1.1756 -3.2459
C -0.5480 -4.2991 0.5805
C -2.1603 -5.0488 2.3926
C -2.0823 1.3767 0.3813
C -4.1430 -0.2651 -3.0867
C 2.5051 0.8795 -1.6327
H 5.8020 4.9334 2.1754
H -3.9181 0.1594 -4.0754
H -2.8979 -4.6634 3.0974
H -5.5797 -1.6998 -2.3192
H -0.7424 -5.2863 0.1500
H -2.7656 -1.9634 -3.0069
H 4.8316 5.1107 -0.0372
H 3.4398 1.4276 -1.7680
H 3.6230 -2.3557 -1.6622
H -0.9323 0.2686 2.6328
H -2.3442 2.4148 0.5993
H 3.0865 -0.4797 -3.0877
H -1.9558 -0.4509 -2.8536
H 4.4118 -0.9257 -1.0797
H 0.1070 1.6957 0.1937
H -1.3339 -5.3963 3.0189
H -2.2060 1.2631 -0.6963
H -5.1720 -1.8499 -4.0845
H 0.8569 -0.9513 -1.3322
H 0.6430 1.0023 2.5361
H -0.5791 -2.9350 2.8270
H 0.4134 -4.4126 1.0869
H 4.4528 3.1436 1.1047
H 3.0302 -1.4988 -0.1747
H -2.5501 -5.8536 1.7736
H -6.2362 -0.5991 -3.4747
H 2.5027 2.9803 2.4845
H 1.7306 1.4136 -2.1974
H -1.0646 -0.8531 0.5931
H 2.1190 4.7070 2.3649
H -0.6739 2.0782 2.6785
H 4.3509 5.7676 2.6754
H -2.8473 -1.1145 -1.5039
H 4.7725 4.2221 3.4248
H -3.6833 1.2692 -1.9393
H -0.4045 -3.6039 -0.2471
H -2.5693 -3.5763 0.9114
H 2.2772 0.9962 -0.5680
H 1.9479 3.6967 0.9226
H -2.8128 0.7382 0.8771
*
```

***

#two
5 unconnected molecules or ions with the total composition C15H40O5, computed with the ωB97M-V functional and the def2-TZVPD basis.

Computed properties:
structure (SMILES): CC(C)O.CC(C)O.CC(C)O.CC(C)O.CC(C)O
M: 300.48 u
highest occupied orbital energy: -10.00 eV
LUMO energy: 0.384 eV
frontier orbital gap: 10.385 eV

```
! RIJCOSX wB97M-V def2-TZVPD def2/J DEFGRID3
* xyz 0 1
O 7.9865 1.0930 -3.1985
O -4.7308 -3.8794 4.5087
O -6.0648 -1.9375 -4.9582
O 1.5940 3.6167 -0.3326
O 2.4728 0.5511 4.1302
C -0.3125 2.7853 -1.5570
C -6.2841 -0.2274 -3.3487
C 6.6164 1.3168 -2.8492
C 2.5086 -0.8496 4.0101
C 6.5593 1.2908 -1.3165
C -4.2750 -1.7118 5.2511
C 2.8143 -1.2340 2.5487
C -4.4210 -1.9088 -3.2536
C 3.4646 -1.5085 5.0418
C -4.1033 -2.6828 4.1069
C -5.9442 -1.6686 -3.5737
C 5.7381 0.1759 -3.4463
C 1.3618 4.2395 -2.7024
C 0.7226 3.9522 -1.3738
C -4.7847 -2.2950 2.8521
H -1.0690 2.9706 -2.3195
H -4.1090 -1.3876 -2.3486
H -4.2505 -2.9756 -3.1091
H 6.3822 2.2701 -3.3230
H 2.0628 3.4998 -3.0891
H 0.6454 4.3641 -3.5144
H 1.5105 -1.1906 4.2849
H -5.5411 -3.8951 3.9941
H -6.5211 -2.3325 -2.9299
H 3.8396 -0.7426 5.7207
H 2.3409 -0.6271 1.7769
H -3.7475 -1.6321 -4.0647
H -3.0358 -2.8913 4.0356
H 7.0313 0.3276 -1.1230
H -1.0241 2.6476 -0.7429
H 2.4844 -2.2531 2.3469
H 8.5229 1.7266 -2.7164
H 4.2996 -2.0619 4.6121
H 0.1205 4.8333 -1.1520
H 5.5443 1.4301 -0.9444
H 0.1534 1.8612 -1.8993
H 4.7464 0.3448 -3.0267
H -5.8395 -2.1876 3.1049
H -6.7919 -1.3726 -5.2297
H -4.3552 -1.3909 2.4207
H 5.6479 0.2654 -4.5288
H -4.7875 -3.0413 2.0576
H 7.1513 2.0772 -0.8483
H -6.0653 0.3816 -4.2258
H -7.3354 -0.1911 -3.0633
H 3.8725 -1.2119 2.2883
H -3.5245 -1.9989 5.9876
H -5.6841 0.1981 -2.5443
H -5.2407 -1.7071 5.7566
H 2.9568 -2.2010 5.7132
H 1.9484 5.1577 -2.6752
H 2.1730 4.3669 -0.1786
H -4.0299 -0.6902 4.9608
H 2.4908 0.9758 3.2695
H 6.1086 -0.8343 -3.2724
*
```

***

Which structure is the most stable? The one labeled #one.